18
Properties=species:S:1:pos:R:3:lowdin_charge:R:1 method="wB97M-V/def2-TZVPD" total_energy_ev=-9911.3359 homo_ev=-9.113 de_lowest_kj_mol=87.4 smiles="CC(=O)N(C)C.O"
H 0.49 0.16 -1.20 0.070
N -1.19 -0.55 -0.18 -0.155
H -1.21 -0.66 1.89 0.092
O 5.29 4.27 2.24 -0.071
H -0.70 1.36 -0.86 0.085
H 4.90 3.95 3.07 0.039
H -0.91 0.06 -2.16 0.086
H -1.45 -2.49 -2.37 0.095
C -0.55 0.33 -1.17 -0.043
O -1.86 -2.60 0.46 0.032
H -1.20 0.93 1.20 0.066
H -0.30 -3.48 -1.41 0.066
H -2.72 0.00 1.16 0.093
C -1.27 -1.90 -0.36 -0.523
C -0.68 -2.52 -1.60 0.005
C -1.63 -0.03 1.10 -0.037
H 4.81 5.11 2.17 0.032
H 0.18 -1.94 -1.97 0.069